(1)
Entry from the OMol25 dataset: a 2-piece molecular cluster, C5H10ClN overall (ωB97M-V/def2-TZVPD).

Its total energy is -711.3571 hartree. For the HOMO energy, the calculation gives -9.02 eV. As for the orbital gap: 9.8896 eV. As for the relative energy (zero: lowest compared OMol25 entry of this formula, charge and spin): 61.7 kcal/mol. The lowest unoccupied orbital energy is 0.9 eV.

The geometry in XYZ format:
```
17
Properties=species:S:1:pos:R:3:mulliken_charge:R:1
C -0.959 -0.954 -0.986 -1.234
C -0.647 -0.016 -0.106 0.411
C -1.394 1.283 -0.047 -1.324
C 1.562 -1.223 0.672 -1.121
C 0.450 -0.301 0.884 1.082
N 1.424 1.443 0.735 -0.787
Cl -0.231 -0.063 2.485 -0.191
H -0.528 -1.916 -1.157 0.309
H -1.768 -0.773 -1.668 0.273
H -1.994 1.372 -0.981 0.367
H -2.160 1.248 0.754 0.269
H -0.702 2.001 0.187 0.457
H 1.434 -2.130 1.260 0.282
H 2.469 -0.673 0.934 0.360
H 1.509 -1.354 -0.385 0.378
H 1.789 1.474 -0.179 0.227
H 2.130 1.186 1.407 0.242
```

=====

(2)
Entry from the OMol25 dataset: an isolated ion of composition C5H10ClN2O2 and charge +1 (ωB97M-V/def2-TZVPD).

The charge is +1. Its total energy is -916.1839 hartree. For the HOMO energy, the calculation gives -13.55 eV. As for the orbital gap: 6.8283 eV. As for the relative energy (zero: lowest compared OMol25 entry of this formula, charge and spin): 159.0 kcal/mol. The lowest unoccupied orbital energy is -6.7 eV.

The geometry in XYZ format:
```
20
Properties=species:S:1:pos:R:3:mulliken_charge:R:1
C 0.240 0.348 0.077 1.153
C 0.192 0.096 -1.473 0.414
C -0.657 1.523 0.220 -1.646
C 1.759 0.691 0.453 -1.685
C -0.804 -0.845 -1.931 -1.078
N -0.276 -0.690 1.136 0.541
N -0.441 -0.531 2.523 -0.013
O -0.635 -1.543 3.087 -0.447
O -0.155 -2.054 0.652 -0.538
Cl 1.324 0.643 -2.420 0.066
H -1.793 1.352 0.239 0.350
H -0.355 2.187 -0.523 0.533
H -0.567 2.024 1.144 0.457
H 2.283 1.351 -0.207 0.514
H 2.275 -0.187 0.425 0.515
H 1.748 1.144 1.502 0.365
H -1.860 -0.414 -1.755 0.341
H -0.658 -1.682 -1.265 0.397
H -0.823 -0.807 -3.032 0.424
H -0.796 -2.607 1.149 0.338
```

=====

(3)
Entry from the OMol25 dataset: one molecule with the formula C5H10ClNO (ωB97M-V/def2-TZVPD).

Its total energy is -786.6593 hartree. For the HOMO energy, the calculation gives -9.14 eV. As for the orbital gap: 9.9436 eV. As for the relative energy (zero: lowest compared OMol25 entry of this formula, charge and spin): 33.3 kcal/mol. The lowest unoccupied orbital energy is 0.8 eV.

The geometry in XYZ format:
```
18
Properties=species:S:1:pos:R:3:mulliken_charge:R:1
C 0.029 1.894 1.284 -1.462
C -0.506 0.905 0.245 0.142
O -1.534 0.112 0.742 -0.554
C 0.658 0.014 -0.316 0.012
N 0.879 -1.193 0.458 -0.602
C 0.332 -2.043 -0.608 -0.593
C 0.429 -0.878 -1.593 -0.156
Cl -1.007 -0.603 -2.640 -0.223
H -0.718 2.661 1.421 0.424
H 0.164 1.322 2.200 0.348
H 0.955 2.353 0.963 0.379
H -0.901 1.492 -0.597 0.344
H -2.076 0.668 1.333 0.328
H 1.577 0.604 -0.425 0.419
H 0.312 -1.227 1.270 0.281
H 0.866 -2.950 -0.850 0.321
H -0.756 -2.294 -0.567 0.256
H 1.297 -0.839 -2.318 0.336
```

=====

(4)
Entry from the OMol25 dataset: one molecule with the formula C5H10ClNO2Si (ωB97M-V/def2-TZVPD).

Its total energy is -1151.5223 hartree. For the HOMO energy, the calculation gives -9.33 eV. As for the orbital gap: 10.1012 eV. As for the relative energy (zero: lowest compared OMol25 entry of this formula, charge and spin): 0.0 kcal/mol. The lowest unoccupied orbital energy is 0.8 eV.

The geometry in XYZ format:
```
20
Properties=species:S:1:pos:R:3:mulliken_charge:R:1
C -0.164 2.072 -2.422 -1.111
Si -0.122 0.288 -1.801 0.384
C -1.826 -0.447 -1.357 -1.083
Cl 0.997 -0.872 -3.093 -0.302
O 0.838 0.442 -0.471 -0.227
C 0.748 -0.105 0.743 0.619
N -0.316 -0.518 1.259 -0.320
C 0.023 -1.005 2.552 -0.443
C 1.541 -0.815 2.581 -0.304
O 1.868 -0.196 1.344 -0.360
H -0.111 2.726 -1.628 0.366
H 0.656 2.469 -3.105 0.283
H -1.128 2.189 -2.806 0.380
H -2.000 -0.160 -0.408 0.431
H -2.650 -0.035 -1.890 0.396
H -1.765 -1.507 -1.474 0.272
H -0.380 -2.001 2.617 0.300
H -0.357 -0.439 3.401 0.238
H 2.017 -0.315 3.439 0.279
H 2.130 -1.771 2.518 0.202
```

=====

(5)
Entry from the OMol25 dataset: C5H10CrO3 as an isolated structure (ωB97M-V/def2-TZVPD).

The charge is +2. The expectation value of S² is 6.36. Its total energy is -1465.8455 hartree. For the HOMO energy (alpha / beta), the calculation gives -18.76 / -19.35 eV. As for the orbital gap (alpha / beta): 8.0962 / 8.2519 eV. As for the multiplicity: 5. As for the relative energy (zero: lowest compared OMol25 entry of this formula, charge and spin): 39.2 kcal/mol. The lowest unoccupied orbital energy (alpha / beta) is -10.7 / -11.1 eV.

The geometry in XYZ format:
```
19
Properties=species:S:1:pos:R:3:mulliken_spin:R:1
O -2.551 -0.010 1.303 0.106
C -2.613 1.237 0.996 0.047
C -1.364 1.876 0.593 0.463
O -0.559 0.911 0.054 0.034
C 0.206 0.827 -1.140 -0.004
C 1.302 -0.170 -0.841 -0.020
O 0.736 -1.251 -0.099 -0.003
C 1.573 -2.406 -0.042 0.005
Cr -0.635 -0.739 1.338 3.840
H -3.458 1.865 1.302 0.003
H -1.470 2.680 -0.150 0.033
H 0.619 1.811 -1.393 0.003
H -0.489 0.435 -1.894 0.003
H 2.109 0.287 -0.250 0.000
H 1.727 -0.537 -1.784 0.007
H 1.070 -3.135 0.601 0.002
H 1.699 -2.823 -1.049 0.001
H 2.558 -2.137 0.364 0.000
H -0.462 1.277 2.092 -0.519
```

=====

(6)
Entry from the OMol25 dataset: one molecule with the formula C5H10F2IO3P (ωB97M-V/def2-TZVPD).

Its total energy is -1261.0511 hartree. For the HOMO energy, the calculation gives -10.03 eV. As for the orbital gap: 10.2040 eV. As for the relative energy (zero: lowest compared OMol25 entry of this formula, charge and spin): 0.0 kcal/mol. The lowest unoccupied orbital energy is 0.2 eV.

The geometry in XYZ format:
```
22
Properties=species:S:1:pos:R:3:mulliken_charge:R:1
C -1.303 -0.275 -2.671 -1.105
C 0.060 0.211 -2.182 -0.302
O 0.035 -0.011 -0.796 -0.200
P 0.082 1.164 0.262 0.773
O -0.270 2.492 -0.262 -0.754
O -0.748 0.814 1.511 -0.300
C -0.577 -0.379 2.336 -0.473
C -0.418 -1.700 1.536 -1.088
C 1.929 1.103 0.629 0.331
F 2.694 1.270 -0.509 -0.223
F 2.370 -0.152 1.118 -0.240
I 2.460 2.495 2.179 0.091
H -1.484 -1.295 -2.459 0.309
H -2.084 0.393 -2.246 0.276
H -1.499 -0.202 -3.821 0.341
H 0.258 1.240 -2.389 0.387
H 0.866 -0.356 -2.613 0.311
H 0.267 -0.272 2.907 0.313
H -1.292 -0.433 3.140 0.467
H 0.337 -1.725 0.868 0.391
H -0.332 -2.478 2.346 0.356
H -1.352 -1.906 1.116 0.337
```

=====

(7)
Entry from the OMol25 dataset: C5H10F3HfOP as an isolated structure (ωB97M-V/def2-TZVPD).

The charge is +4. Its total energy is -958.2292 hartree. For the HOMO energy, the calculation gives -24.76 eV. As for the orbital gap: 2.8834 eV. The lowest unoccupied orbital energy is -21.9 eV.

The geometry in XYZ format:
```
21
Properties=species:S:1:pos:R:3:mulliken_charge:R:1
C 3.425 -0.819 0.539 -0.694
P 1.763 -0.509 -0.347 0.179
C 0.839 1.027 0.313 -0.423
C -0.525 1.190 -0.642 -0.519
O -1.776 1.007 0.111 -0.034
C -2.165 -0.408 0.217 -0.409
C -3.816 -0.631 0.352 0.644
F -4.149 -1.890 1.114 -0.109
F -4.499 0.554 0.952 -0.095
F -4.372 -0.859 -1.033 -0.086
H 3.478 -1.955 0.899 0.436
H 4.294 -0.722 -0.272 0.319
H 3.643 -0.128 1.458 0.489
H 2.133 -0.171 -1.719 0.149
H 1.517 1.984 0.110 0.400
H 0.587 1.010 1.455 0.453
H -0.446 0.400 -1.533 0.503
H -0.448 2.270 -1.131 0.402
H -1.765 -1.095 -0.651 0.407
H -1.720 -0.824 1.235 0.423
Hf 4.001 0.572 -1.428 1.564
```

=====

(8)
Entry from the OMol25 dataset: a 2-piece molecular cluster, C5H10F3O2 overall (ωB97M-V/def2-TZVPD).

The expectation value of S² is 0.75. Its total energy is -646.4617 hartree. For the HOMO energy (alpha / beta), the calculation gives -9.74 / -9.73 eV. As for the orbital gap (alpha / beta): 10.6300 / 8.8807 eV. As for the multiplicity: 2. As for the relative energy (zero: lowest compared OMol25 entry of this formula, charge and spin): 19.6 kcal/mol. The lowest unoccupied orbital energy (alpha / beta) is 0.9 / -0.8 eV.

The geometry in XYZ format:
```
20
Properties=species:S:1:pos:R:3:mulliken_spin:R:1
C 2.779 0.804 0.165 0.796
F 3.485 -0.018 -0.588 0.058
F 3.086 0.640 1.436 0.063
F 3.001 2.057 -0.198 0.060
C -1.460 2.323 -1.112 -0.002
O -1.415 0.954 -0.843 0.009
C -0.055 0.451 -0.362 0.028
C -0.176 -1.030 -0.081 0.019
O -0.973 -1.256 1.052 0.000
C -1.139 -2.617 1.351 0.000
H -0.688 2.614 -1.848 0.001
H -2.453 2.544 -1.529 0.000
H -1.313 2.918 -0.193 0.001
H 0.086 0.988 0.595 -0.013
H 0.574 0.566 -1.264 -0.017
H 0.833 -1.461 0.064 -0.003
H -0.604 -1.537 -0.964 0.000
H -0.168 -3.106 1.545 0.000
H -1.761 -2.687 2.252 0.000
H -1.640 -3.149 0.523 0.000
```

=====

(9)
Entry from the OMol25 dataset: a 2-piece molecular cluster, C5H10F3OPS2 overall (ωB97M-V/def2-TZVPD).

Its total energy is -1709.0510 hartree. For the HOMO energy, the calculation gives -8.87 eV. As for the orbital gap: 8.8317 eV. As for the relative energy (zero: lowest compared OMol25 entry of this formula, charge and spin): 0.0 kcal/mol. The lowest unoccupied orbital energy is 0.0 eV.

The geometry in XYZ format:
```
22
Properties=species:S:1:pos:R:3:mulliken_charge:R:1
C -3.123 2.375 -1.230 -1.458
C 0.895 -1.692 3.072 -1.066
C -1.710 1.838 -1.378 -0.241
C 1.569 -1.652 1.665 -0.498
C 2.104 -0.737 -1.901 0.498
O 0.502 0.875 0.255 -0.669
F 2.082 0.059 -2.942 -0.206
F 2.227 -2.062 -2.226 -0.231
F 3.103 -0.405 -1.091 -0.216
P 0.106 -0.291 -0.498 0.842
S -1.717 -0.027 -1.436 -0.213
S 0.237 -2.153 0.462 -0.207
H -3.746 2.183 -1.998 0.466
H -3.736 1.924 -0.515 0.437
H -3.107 3.459 -1.077 0.330
H 0.434 -2.658 3.225 0.349
H 1.814 -1.634 3.717 0.322
H 0.134 -0.937 3.333 0.266
H -1.151 2.049 -0.430 0.278
H -1.200 2.278 -2.210 0.406
H 2.405 -2.224 1.568 0.528
H 1.878 -0.571 1.637 0.284
```

=====

(10)
Entry from the OMol25 dataset: a 2-piece molecular cluster, C5H10FN2 overall (ωB97M-V/def2-TZVPD).

The charge is +1. Its total energy is -405.5503 hartree. For the HOMO energy, the calculation gives -14.63 eV. As for the orbital gap: 11.3943 eV. As for the relative energy (zero: lowest compared OMol25 entry of this formula, charge and spin): 69.5 kcal/mol. The lowest unoccupied orbital energy is -3.2 eV.

The geometry in XYZ format:
```
18
Properties=species:S:1:pos:R:3:mulliken_charge:R:1
C 0.187 -1.279 2.377 0.154
C 1.288 1.033 0.624 -0.956
C 0.456 0.248 -0.040 0.011
C -0.992 0.359 -0.064 -0.437
C -1.452 0.941 -1.343 -0.367
N 0.378 -2.028 1.499 -0.459
N 0.985 -0.865 -0.882 -0.247
F -1.189 0.026 -2.320 -0.328
H 0.007 -0.501 3.108 0.313
H 2.305 0.866 0.851 0.353
H 0.905 1.859 1.269 0.295
H -1.410 -0.674 0.265 0.344
H -1.181 1.015 0.786 0.389
H -2.550 0.920 -1.324 0.300
H -0.922 1.762 -1.646 0.366
H 0.613 -1.899 -0.338 0.551
H 2.053 -0.919 -1.093 0.363
H 0.519 -0.862 -1.731 0.356
```

=====

(11)
Entry from the OMol25 dataset: an isolated ion of composition C5H10FN2O and charge +1 (ωB97M-V/def2-TZVPD).

The charge is +1. Its total energy is -480.8623 hartree. For the HOMO energy, the calculation gives -15.22 eV. As for the orbital gap: 11.0528 eV. As for the relative energy (zero: lowest compared OMol25 entry of this formula, charge and spin): 7.5 kcal/mol. The lowest unoccupied orbital energy is -4.2 eV.

The geometry in XYZ format:
```
19
Properties=species:S:1:pos:R:3:mulliken_charge:R:1
C 1.827 0.800 0.803 -1.241
C 1.345 0.149 -0.470 -0.217
C 0.020 -0.501 -0.041 0.072
O 0.273 -1.652 0.748 -0.512
N -0.783 -0.765 -1.232 -0.017
C -2.004 -0.421 -1.106 -0.256
N -2.162 0.332 -0.005 -0.133
C -0.969 0.425 0.742 0.201
F -0.612 1.731 0.643 -0.299
H 1.461 0.263 1.688 0.324
H 1.666 1.907 0.846 0.311
H 2.853 0.730 0.913 0.425
H 2.008 -0.660 -1.048 0.364
H 1.220 1.009 -1.242 0.283
H 0.961 -2.241 0.415 0.391
H -0.456 -1.343 -1.995 0.249
H -2.660 -0.417 -1.949 0.379
H -3.108 0.467 0.402 0.304
H -0.879 0.187 1.887 0.373
```

=====

(12)
Entry from the OMol25 dataset: a 2-piece molecular cluster, C5H10FN2O overall (ωB97M-V/def2-TZVPD).

The charge is +1. The expectation value of S² is 2.01. Its total energy is -480.6837 hartree. For the HOMO energy (alpha / beta), the calculation gives -10.18 / -14.95 eV. As for the orbital gap (alpha / beta): 6.9392 / 9.8439 eV. As for the multiplicity: 3. As for the relative energy (zero: lowest compared OMol25 entry of this formula, charge and spin): 21.9 kcal/mol. The lowest unoccupied orbital energy (alpha / beta) is -3.2 / -5.1 eV.

The geometry in XYZ format:
```
19
Properties=species:S:1:pos:R:3:mulliken_spin:R:1
C 2.601 0.234 -0.246 0.604
C 1.524 -0.393 -0.566 0.672
C -1.089 1.076 0.391 0.010
C 3.997 -0.349 -0.516 0.052
C -2.459 -0.467 -1.075 0.005
N -0.621 1.599 -0.609 0.008
N -2.175 0.022 0.364 0.001
O 0.597 -1.064 -0.702 0.474
F 2.836 1.510 0.096 0.105
H -0.747 1.311 1.452 -0.007
H 4.368 -0.706 0.530 0.048
H 4.670 0.439 -0.886 0.021
H 3.924 -1.232 -1.231 0.008
H -3.278 -1.134 -1.202 0.001
H -2.575 0.549 -1.556 -0.001
H -1.551 -0.933 -1.473 -0.002
H 0.008 2.322 -0.780 0.000
H -1.938 -0.728 1.045 0.001
H -2.975 0.533 0.701 0.001
```